No. 1
Here is a structure of composition C19H22F3IrN3 from OMol25. Energies are from ωB97M-V/def2-TZVPD.

```
! RIJCOSX wB97M-V def2-TZVPD def2/J DEFGRID3
* xyz 3 1
Ir 0.00 -0.06 0.67
F 0.02 1.45 -6.21
F -1.08 -0.42 -6.19
F 1.09 -0.44 -6.14
N 4.17 -0.46 0.65
N 2.11 0.20 0.74
N -0.23 0.13 -1.47
C 2.43 -2.29 0.77
C 2.90 -0.88 0.72
C -2.28 1.09 1.13
C -1.75 -1.19 1.73
C -2.52 -0.29 0.95
C -0.96 -0.73 2.83
C -0.08 1.39 -3.48
C -0.10 -1.02 -3.55
C -0.20 -1.02 -2.18
C -1.38 3.04 2.44
C -0.05 0.21 -4.21
C -0.41 -1.69 3.83
C -0.79 0.65 2.99
C -3.58 -0.79 0.04
C 0.00 0.21 -5.74
C -1.46 1.59 2.17
C 2.90 1.32 0.65
C -0.17 1.31 -2.10
C 4.20 0.92 0.60
H -0.20 2.21 -1.50
H 2.51 2.33 0.66
H 0.51 -1.33 4.29
H 2.78 -2.80 1.66
H -2.20 3.32 3.11
H -1.14 -1.78 4.64
H -0.20 1.01 3.83
H -3.41 -1.81 -0.28
H 2.79 -2.86 -0.08
H -0.28 -2.69 3.43
H 4.98 -1.06 0.63
H 1.33 -2.31 0.77
H -0.04 2.36 -3.97
H -2.84 1.79 0.51
H -1.50 3.64 1.54
H 5.11 1.49 0.53
H -0.46 3.31 2.96
H -0.08 -1.95 -4.10
H -3.73 -0.13 -0.82
H -4.53 -0.78 0.59
H -0.27 -1.95 -1.64
H -1.93 -2.25 1.63
*
```

Output
* relative energy (zero: lowest compared OMol25 entry of this formula, charge and spin): 0.299 eV
* Kohn-Sham gap (alpha / beta): 0.2053 / 0.1887 Ha
* highest occupied orbital energy (alpha / beta): -18.644 / -18.637 eV
* M: 541.617 g/mol
* calculated total energy: -1304.35134 Ha



No. 2
Here is a cluster of 2 separate species, C19H22F3NO2S in total from OMol25. Energies are from ωB97M-V/def2-TZVPD.

```
! RIJCOSX wB97M-V def2-TZVPD def2/J DEFGRID3
* xyz 0 1
S -1.29 -0.78 -2.11
F -1.76 -2.48 -4.05
F -3.03 -2.74 -2.28
F -0.95 -3.49 -2.31
O -2.44 0.07 -2.36
O -0.02 -0.51 -2.80
N 0.08 -2.75 1.44
C -1.35 0.23 0.35
C 3.94 -0.18 -0.79
C 0.53 -2.53 0.19
C 3.11 -0.71 -1.79
C 5.02 0.80 -1.12
C -1.07 1.51 -0.20
C -1.78 -2.48 -2.71
C -1.07 -1.01 -0.37
C -0.67 -3.96 1.76
C -2.10 1.36 2.41
C 2.13 -1.62 -1.48
C -1.98 0.20 1.64
C 1.79 -1.89 -0.12
C -1.25 2.66 0.55
C 3.76 -0.61 0.53
C -1.81 3.84 2.71
C 2.73 -1.48 0.87
C 0.26 -1.77 2.52
C -1.72 2.60 1.88
H 0.33 -0.75 2.13
H 4.46 -0.28 1.30
H 0.06 -3.14 -0.59
H 1.58 -2.14 -2.27
H 6.01 0.40 -0.88
H 1.16 -2.01 3.12
H -1.09 3.80 3.54
H -0.72 1.62 -1.24
H 3.28 -0.42 -2.84
H -0.60 -1.83 3.20
H -1.21 -3.84 2.70
H 5.01 1.03 -2.19
H 4.90 1.73 -0.56
H -2.53 1.29 3.42
H -1.58 4.71 2.10
H 2.64 -1.84 1.89
H -1.40 -4.20 0.97
H -2.37 -0.76 1.98
H -1.06 3.65 0.11
H 0.02 -4.82 1.85
H -1.63 -1.90 -0.04
H -2.80 3.98 3.15
*
```

Output
* Kohn-Sham gap: 0.2495 Ha
* highest occupied orbital energy: -7.125 eV
* M: 385.451 g/mol
* calculated total energy: -1640.10932 Ha



No. 3
Here is a structure of composition C19H22F5N2O3S2Sn from OMol25. Energies are from ωB97M-V/def2-TZVPD.

```
! RIJCOSX wB97M-V def2-TZVPD def2/J DEFGRID3
* xyz 1 1
Sn 10.25 10.28 8.81
S 12.51 12.29 11.00
S 11.94 7.21 9.75
F 7.63 12.81 8.17
F 9.00 13.38 9.77
F 8.85 14.59 7.95
F 9.88 12.48 6.40
F 11.24 13.24 8.01
O 11.45 11.30 10.47
O 8.65 10.39 10.23
O 10.82 8.26 9.86
N 7.95 8.38 11.12
N 7.29 10.38 12.07
C 11.30 13.28 13.11
C 10.03 12.48 7.72
C 8.01 9.72 11.11
C 11.23 7.26 12.44
C 11.30 6.92 13.78
C 14.05 11.42 10.85
C 14.05 9.89 10.78
C 12.14 6.65 11.52
C 12.17 11.30 14.96
C 12.07 5.90 14.21
C 10.83 13.23 14.44
C 12.30 12.37 12.72
C 13.64 7.88 9.42
C 11.15 12.24 15.36
C 13.08 5.71 11.93
C 12.77 11.42 13.72
C 12.95 5.29 13.27
C 8.84 13.29 8.41
C 13.80 9.37 9.40
H 10.74 12.22 16.32
H 14.32 7.46 10.12
H 7.24 9.82 12.92
H 13.05 9.93 8.74
H 10.20 14.08 14.68
H 15.03 9.52 11.19
H 10.52 7.98 12.11
H 14.51 11.89 9.97
H 7.32 11.42 12.15
H 10.61 7.41 14.51
H 13.79 5.29 11.29
H 13.67 10.80 13.49
H 13.76 4.57 13.60
H 10.83 13.93 12.39
H 14.70 9.61 8.79
H 14.68 11.83 11.70
H 12.60 10.61 15.68
H 11.97 5.57 15.21
H 7.17 7.90 11.60
H 8.46 7.98 10.36
H 13.32 9.53 11.53
H 13.75 7.40 8.43
*
```

Output
* relative energy (zero: lowest compared OMol25 entry of this formula, charge and spin): 0.503 eV
* Kohn-Sham gap: 0.2563 Ha
* highest occupied orbital energy: -9.904 eV
* M: 604.231 g/mol
* calculated total energy: -2582.16476 Ha



No. 4
Here is an isolated molecule of C19H22N2O2S from OMol25. Energies are from ωB97M-V/def2-TZVPD.

```
! RIJCOSX wB97M-V def2-TZVPD def2/J DEFGRID3
* xyz 0 1
S 5.06 1.39 0.16
O 3.76 -1.96 1.17
O -0.95 0.84 -1.20
N -2.12 0.80 0.74
N 2.34 -0.54 0.14
C -4.41 1.51 0.65
C -3.43 0.61 0.24
C -2.47 -2.43 0.20
C -0.99 0.95 0.01
C 3.58 -1.00 0.44
C 0.62 0.06 1.73
C 6.80 0.05 -1.16
C 1.20 -1.05 0.86
C 0.23 1.27 0.87
C 5.76 -0.86 -0.85
C -5.71 1.40 0.21
C -2.80 -1.53 -0.99
C 2.01 0.53 -0.76
C -5.09 -0.54 -1.04
C 6.55 1.30 -0.68
C 4.74 -0.29 -0.16
C 1.42 1.71 0.02
C -3.77 -0.45 -0.61
C -6.05 0.37 -0.65
H -6.45 2.12 0.54
H -2.09 1.12 1.70
H -3.37 -2.90 0.58
H -5.37 -1.35 -1.70
H 2.19 2.14 0.67
H 0.45 -1.40 0.14
H 1.26 0.17 -1.47
H 7.16 2.17 -0.76
H -4.13 2.32 1.32
H -1.89 -1.08 -1.38
H 2.89 0.84 -1.32
H -0.05 2.10 1.54
H -2.02 -1.85 1.01
H -0.25 -0.32 2.28
H 5.77 -1.90 -1.13
H 1.11 2.48 -0.69
H -3.24 -2.14 -1.78
H 7.68 -0.21 -1.72
H 1.37 0.36 2.46
H 1.53 -1.89 1.47
H -1.77 -3.20 -0.09
H -7.07 0.28 -1.01
*
```

Output
* relative energy (zero: lowest compared OMol25 entry of this formula, charge and spin): 0.673 eV
* Kohn-Sham gap: 0.3470 Ha
* structure (SMILES): CCc1ccccc1NC(=O)C1CCN(C(=O)c2cccs2)CC1
* highest occupied orbital energy: -8.925 eV
* M: 342.464 g/mol
* calculated total energy: -1395.43445 Ha



No. 5
Here is a structure of composition C19H22N2O3S from OMol25. Energies are from ωB97M-V/def2-TZVPD.

```
! RIJCOSX wB97M-V def2-TZVPD def2/J DEFGRID3
* xyz 0 1
S 2.85 -1.66 -1.39
O 4.31 0.98 0.98
O -3.74 0.71 -1.01
O -0.04 1.05 1.69
N -1.69 1.02 0.39
N 2.59 1.18 -0.37
C 3.18 -3.16 -0.86
C -4.35 -2.08 1.65
C 1.27 3.12 0.79
C 2.65 2.91 -0.11
C 0.11 2.41 -0.10
C 3.42 -3.13 0.56
C 3.24 -0.91 0.08
C -3.66 -0.25 0.06
C -4.77 0.34 -1.93
C 3.55 -1.92 0.80
C -2.29 -0.73 1.83
C 3.33 0.43 0.32
C -3.24 -1.89 2.50
C -4.56 -1.40 0.33
C 1.40 0.92 -1.16
C -0.56 1.65 0.87
C 0.44 2.15 -1.35
C -2.60 0.05 0.75
C -4.54 -0.84 -2.74
H -4.90 -2.85 2.06
H 0.96 -0.01 -0.89
H 2.71 3.31 -1.12
H -1.39 -0.52 2.53
H -5.62 -1.35 0.17
H -5.93 0.05 -1.39
H -3.04 -2.23 3.30
H -5.09 1.22 -2.49
H 3.07 -3.96 -1.79
H 0.83 3.09 -1.97
H -2.12 1.58 -0.13
H -0.65 3.38 -0.24
H -4.58 -1.69 -2.31
H 1.32 4.36 0.69
H 1.83 0.60 -2.32
H 3.83 -4.08 0.98
H 1.44 2.72 1.76
H 3.52 2.93 0.57
H -5.23 -1.04 -3.56
H -0.47 1.64 -2.01
H 3.88 -1.84 1.90
H -3.58 -0.76 -3.31
*
```

Output
* relative energy (zero: lowest compared OMol25 entry of this formula, charge and spin): 16.311 eV
* Kohn-Sham gap: 0.3279 Ha
* highest occupied orbital energy: -8.611 eV
* M: 358.463 g/mol
* calculated total energy: -1470.10465 Ha



No. 6
Here is an isolated molecule of C19H22N2O5S2 from OMol25. Energies are from ωB97M-V/def2-TZVPD.

```
! RIJCOSX wB97M-V def2-TZVPD def2/J DEFGRID3
* xyz 0 1
S -3.30 -0.32 3.02
S 0.53 -1.73 3.28
O 0.80 -3.06 3.73
O -0.38 2.83 -1.10
O 2.66 1.80 -2.19
O -0.82 0.77 -3.06
O 0.77 -0.64 4.18
N 2.23 -0.45 -2.22
N -1.06 -1.71 2.72
C -0.03 3.77 -0.11
C 2.53 0.67 -4.31
C 1.99 -0.74 -0.88
C -0.81 1.59 -0.72
C -0.76 2.06 -3.64
C 1.56 -2.03 -0.57
C -1.04 0.62 -1.72
C -1.54 -0.38 2.43
C -1.43 -0.03 0.98
C 1.79 -0.13 1.43
C -1.47 -0.64 -1.33
C -2.03 -2.59 3.32
C 2.15 0.20 0.14
C 2.48 0.77 -2.80
C 1.21 -2.36 0.73
C 1.31 -1.39 1.71
C -1.02 1.24 0.61
C -1.66 -0.98 -0.01
C -3.00 -1.73 4.13
H 1.56 0.36 -4.68
H -2.54 -1.36 5.05
H 1.87 0.59 2.23
H 2.06 -1.21 -2.85
H -1.50 -3.31 3.94
H 3.28 -0.05 -4.62
H 0.34 4.63 -0.66
H 1.47 -2.77 -1.35
H 0.76 3.38 0.54
H 2.51 1.18 -0.10
H 0.85 -3.34 0.99
H -1.64 -1.36 -2.11
H -0.90 4.06 0.49
H -2.58 -3.12 2.53
H -1.60 2.68 -3.34
H -0.98 0.34 3.04
H -0.80 1.89 -4.72
H 0.17 2.57 -3.39
H 2.78 1.65 -4.72
H -3.94 -2.22 4.34
H -1.99 -1.97 0.26
H -0.85 1.97 1.39
*
```

Output
* relative energy (zero: lowest compared OMol25 entry of this formula, charge and spin): 1.640 eV
* Kohn-Sham gap: 0.3154 Ha
* structure (SMILES): COc1ccc([C@H]2SCCN2S(=O)(=O)c2ccc(NC(C)=O)cc2)cc1OC
* highest occupied orbital energy: -8.024 eV
* M: 422.528 g/mol
* calculated total energy: -2019.28926 Ha



No. 7
Here is a cluster of 4 separate species, C19H22N3O12 in total from OMol25. Energies are from ωB97M-V/def2-TZVPD.

```
! RIJCOSX wB97M-V def2-TZVPD def2/J DEFGRID3
* xyz 1 1
O 4.23 2.30 -0.13
O -5.55 1.73 -0.72
O 5.15 1.20 0.05
O 4.26 -3.44 -0.59
O 4.76 -4.31 1.40
O -4.07 -0.32 4.17
O 2.63 -3.77 0.92
O -3.82 2.82 0.14
O -3.53 0.77 -0.73
O -5.78 1.14 4.07
O 4.07 2.22 -2.39
O -5.23 -0.10 2.27
N 7.17 1.88 -1.13
N -0.63 1.67 -1.19
N 0.01 -1.57 -2.82
C -0.11 2.87 -1.48
C -4.90 3.78 0.09
C 5.69 -3.45 -0.52
C 1.52 0.69 -0.96
C 0.13 0.58 -0.95
C 2.41 -0.48 -0.67
C 5.95 -4.44 0.59
C 2.06 1.93 -1.26
C 3.77 -3.84 0.61
C -0.18 -1.79 -1.59
C 6.31 1.53 -0.45
C 1.25 3.02 -1.54
C -4.24 1.70 -0.46
C -6.11 2.88 -0.04
C -5.10 0.32 3.56
C -0.63 -0.68 -0.68
C 3.55 2.13 -1.34
C -3.62 -1.38 3.31
C -4.09 -0.89 1.95
H 2.76 -0.93 -1.60
H 6.02 -5.46 0.24
H 1.86 -1.24 -0.13
H -6.50 2.55 0.92
H 1.66 3.99 -1.80
H -4.11 -2.31 3.61
H -0.57 -0.95 0.37
H 3.21 -0.17 -0.02
H -4.36 -1.71 1.28
H -4.76 4.43 -0.77
H -6.91 3.31 -0.63
H -1.64 1.54 -1.13
H 6.03 -2.44 -0.28
H -0.81 3.67 -1.68
H 0.31 -2.42 -3.28
H -1.65 -0.46 -0.97
H 6.83 -4.20 1.18
H -3.35 -0.26 1.46
H -2.55 -1.50 3.37
H -4.91 4.38 1.00
H 6.12 -3.75 -1.47
H -0.01 -2.77 -1.14
*
```

Output
* Kohn-Sham gap: 0.3270 Ha
* highest occupied orbital energy: -13.219 eV
* M: 484.394 g/mol
* calculated total energy: -1804.01794 Ha



No. 8
Here is a structure of composition C19H22N3O3PdTe from OMol25. Energies are from ωB97M-V/def2-TZVPD.

```
! RIJCOSX wB97M-V def2-TZVPD def2/J DEFGRID3
* xyz -1 1
Te 9.28 9.86 5.70
Pd 10.86 11.98 5.42
O 14.43 16.32 4.42
O 12.57 10.83 4.57
O 12.01 9.01 5.81
N 15.35 10.54 5.77
N 10.32 13.82 6.37
N 12.34 14.66 5.32
C 12.21 16.06 5.21
C 13.55 16.66 5.47
C 6.11 12.79 5.86
C 13.36 14.11 4.45
C 7.43 10.79 5.38
C 8.83 7.86 5.18
C 6.47 10.36 4.49
C 7.32 5.96 5.16
C 5.09 12.33 5.00
C 7.57 7.29 5.45
C 8.32 5.13 4.83
C 5.29 11.15 4.33
C 9.85 7.00 4.80
C 7.21 11.99 6.10
C 9.63 5.61 4.69
C 11.34 13.84 5.76
C 14.62 14.90 4.52
C 12.84 9.82 5.28
C 14.31 9.50 5.47
H 6.58 9.50 3.87
H 13.00 14.10 3.41
H 14.58 9.00 4.53
H 6.76 7.94 5.88
H 15.35 10.71 6.80
H 13.53 13.12 4.70
H 11.50 16.42 5.98
H 13.48 17.76 5.40
H 6.33 5.51 5.27
H 10.86 7.40 4.77
H 15.20 14.73 5.42
H 15.12 11.47 5.42
H 8.06 4.03 4.76
H 13.99 16.37 6.44
H 14.44 8.71 6.27
H 6.03 13.72 6.38
H 15.32 14.58 3.76
H 11.87 16.34 4.17
H 7.98 12.29 6.78
H 4.24 12.96 4.84
H 4.55 10.85 3.60
H 10.44 4.98 4.43
*
```

Output
* Kohn-Sham gap: 0.2532 Ha
* highest occupied orbital energy: -4.087 eV
* M: 574.423 g/mol
* calculated total energy: -1523.08933 Ha



No. 9
Here is an isolated molecule of C19H22N4O2 from OMol25. Energies are from ωB97M-V/def2-TZVPD.

```
! RIJCOSX wB97M-V def2-TZVPD def2/J DEFGRID3
* xyz 0 1
O -1.63 0.87 -5.10
O 0.66 -0.41 -2.67
N -1.59 -0.11 -2.67
N 0.54 0.36 0.07
N 3.16 -2.02 -0.53
N 0.32 0.55 2.33
C 2.65 -1.51 0.36
C -0.25 1.27 7.12
C -0.36 -0.01 -3.20
C 2.03 -0.91 1.47
C 1.81 -0.62 3.85
C -0.32 0.68 -4.58
C -0.70 -1.00 -6.19
C 0.93 0.01 1.30
C 0.44 0.63 5.96
C -1.84 -0.66 -1.36
C -1.83 0.02 -6.22
C 2.18 -0.87 5.19
C 0.44 -0.19 -5.58
C -1.91 0.42 -0.27
C -0.60 1.21 -0.16
C 0.73 0.27 3.58
C 0.06 0.87 4.67
C 2.44 -1.21 2.75
C 1.51 -0.26 6.21
H -0.95 -1.84 -5.54
H 1.19 -0.79 -5.08
H 3.00 -1.54 5.38
H -2.79 -1.21 -1.39
H -2.10 -0.07 0.68
H -0.67 1.90 0.68
H -1.06 1.91 6.78
H -1.79 0.63 -7.13
H 0.45 1.87 7.69
H -0.42 1.77 -1.09
H -2.82 -0.43 -6.14
H 0.92 0.44 -6.34
H 1.80 -0.45 7.24
H -1.03 -1.36 -1.15
H -0.66 0.51 7.79
H 3.26 -1.91 2.90
H 0.15 1.66 -4.43
H -2.34 0.32 -3.19
H -0.46 -1.39 -7.18
H 0.94 -0.11 -0.75
H -2.72 1.11 -0.48
H -0.75 1.55 4.44
*
```

Output
* relative energy (zero: lowest compared OMol25 entry of this formula, charge and spin): 0.342 eV
* Kohn-Sham gap: 0.2964 Ha
* structure (SMILES): Cc1ccc2cc(C#N)c(NCCCNC(=O)[C@H]3CCCO3)nc2c1
* highest occupied orbital energy: -7.898 eV
* M: 338.411 g/mol
* calculated total energy: -1106.77033 Ha



No. 10
Here is a structure of composition C19H22N8O3SW from OMol25. Energies are from ωB97M-V/def2-TZVPD.

```
! RIJCOSX wB97M-V def2-TZVPD def2/J DEFGRID3
* xyz 2 3
W 1.04 -0.06 0.83
S 3.03 -1.33 0.27
O 1.14 -0.11 3.01
O 3.34 1.24 1.99
O 0.76 1.68 1.84
N -3.38 -3.78 -0.72
N -1.08 0.16 0.46
N 1.98 -2.18 -2.23
N -2.36 -1.73 -0.45
N 0.88 0.63 -1.26
N 0.63 -3.71 1.45
N -1.40 -3.71 0.42
N -0.03 -1.77 0.39
C -1.08 -1.09 -0.28
C -2.35 -3.08 -0.24
C 0.68 1.99 -3.67
C 2.44 -1.81 -1.24
C 1.39 1.11 2.84
C -3.32 0.24 -1.59
C -0.11 0.32 -2.15
C -0.28 -3.05 0.75
C 2.73 3.23 3.29
C 1.70 2.29 -2.78
C -3.07 1.12 -0.61
C 3.35 1.06 4.45
C -4.42 0.46 -2.57
C 2.72 1.72 3.25
C -0.95 -0.86 -1.77
C -2.51 -1.03 -1.78
C -0.22 0.99 -3.35
C 1.77 1.58 -1.60
C -1.95 1.09 0.32
H -4.95 1.39 -2.39
H 2.18 3.58 4.16
H 1.53 -3.30 1.66
H 4.38 1.40 4.56
H -4.03 0.46 -3.59
H 2.81 1.34 5.35
H 2.56 1.77 -0.88
H 3.33 -0.03 4.37
H -5.14 -0.37 -2.52
H 3.76 3.58 3.37
H -1.78 1.98 0.92
H 0.60 2.53 -4.61
H 2.28 3.65 2.39
H -4.21 -3.34 -1.06
H -3.70 1.99 -0.53
H -3.39 -4.78 -0.53
H 4.21 0.86 2.20
H 2.44 3.04 -3.00
H 0.45 -4.67 1.68
H -2.91 -1.66 -2.57
H -1.01 0.71 -4.04
H -0.51 -1.75 -2.22
*
```

Output
* relative energy (zero: lowest compared OMol25 entry of this formula, charge and spin): 3.882 eV
* Kohn-Sham gap (alpha / beta): 0.2715 / 0.2942 Ha
* highest occupied orbital energy (alpha / beta): -14.474 / -15.437 eV
* M: 626.345 g/mol
* calculated total energy: -1865.79900 Ha